A structure of composition C18H25F6MnNO17S2. Source: the OMol25 dataset; level of theory: the ωB97M-V functional and the def2-TZVPD basis.

XYZ file:
```
70
Properties=species:S:1:pos:R:3:forces:R:3
Mn -0.10307 -1.33544 0.35241 1.3 0.0 1.3
C -2.25292 -0.75953 -3.14836 0.2 0.4 0.7
F -1.70282 0.46390 -3.06682 -0.2 -0.4 -0.2
F -3.23544 -0.70351 -4.04030 0.2 -0.3 0.1
F -1.30871 -1.61709 -3.50163 -0.4 0.2 -0.4
S -2.92911 -1.20315 -1.42296 0.2 1.5 1.7
O -2.98366 0.06462 -0.71037 0.5 -1.2 -0.8
O -4.18776 -1.87080 -1.55054 0.6 -0.5 -0.4
N -1.64677 -2.11511 -0.74392 -2.9 1.2 -1.7
S -1.77168 -3.66413 -1.06616 1.0 -2.5 -0.2
O -2.41476 -3.98466 -2.31298 -0.4 0.4 0.5
O -0.48485 -4.30237 -0.86477 -0.8 0.8 0.3
C -2.83793 -4.34770 0.37314 1.2 0.2 -0.7
F -2.37751 -3.89941 1.51716 0.5 0.5 0.7
F -4.10649 -4.05376 0.32165 -1.1 0.3 -0.6
F -2.69354 -5.65951 0.35644 0.0 -0.8 -0.2
O 0.31669 -2.53112 1.84934 -0.1 0.3 -0.5
H -0.35298 -2.45011 2.52709 -0.1 -0.1 0.3
C -4.38444 2.38007 4.31488 0.5 0.1 0.6
C -2.92136 1.99210 4.25741 -0.3 -0.4 0.0
C -2.69351 0.62969 4.96957 -0.4 1.3 -0.5
O -1.80855 -0.02052 4.07489 0.0 -0.9 0.9
C -1.87610 0.53006 2.87327 -0.3 0.9 -0.3
O -1.43053 0.06458 1.88498 0.4 -0.4 -0.7
O -2.50778 1.72947 2.91105 0.1 -0.3 0.2
H -4.56471 2.42230 5.39517 -0.5 0.2 -0.1
H -5.01176 1.61190 3.86646 0.1 -0.1 0.0
H -4.63325 3.33596 3.86041 0.2 0.1 0.0
H -2.24645 2.73759 4.68332 -0.2 0.2 -0.1
H -3.66365 0.13748 5.04783 0.2 -0.5 -0.1
H -2.25796 0.75553 5.95595 0.2 -0.2 -0.1
C 3.65160 -5.34845 -3.04006 0.0 0.2 0.4
C 3.06934 -3.97986 -3.30012 0.6 0.1 -1.3
C 1.62140 -3.94506 -3.76433 -0.3 -0.6 0.5
O 1.11566 -2.77461 -3.12640 0.0 0.4 -0.1
C 1.90729 -2.46932 -2.09949 -0.7 -0.6 0.8
O 1.58888 -1.75233 -1.19328 0.2 0.5 -0.2
O 3.05552 -3.15196 -2.12535 0.1 -0.2 -0.2
H 4.72678 -5.31898 -2.86396 -0.1 0.3 0.3
H 3.54934 -5.98785 -3.91718 -0.4 0.0 0.1
H 3.14312 -5.74645 -2.16109 0.1 -0.4 -0.1
H 3.66663 -3.48326 -4.07447 0.1 0.2 0.3
H 1.05972 -4.80006 -3.37168 0.0 0.1 -0.1
H 1.48092 -3.86069 -4.83866 0.1 0.0 0.0
C 3.91927 3.58409 0.09769 0.6 0.1 -0.3
C 4.19472 2.18883 0.63556 -0.1 0.9 0.9
C 4.14445 2.05647 2.19518 0.1 0.6 -1.5
O 3.08696 1.14529 2.39296 -0.2 -0.2 0.6
C 2.59409 0.68523 1.21609 0.3 -0.6 0.7
O 1.82864 -0.21786 1.12672 -0.1 0.7 0.2
O 3.13986 1.34324 0.20060 0.4 -0.2 -0.9
H 2.85900 3.82553 0.05478 -0.1 -0.2 0.2
H 4.30943 3.66229 -0.91848 -0.1 0.1 0.0
H 4.41290 4.34775 0.70204 0.1 -0.1 0.0
H 5.17925 1.83804 0.32546 -0.3 -0.3 -0.5
H 3.95625 3.04000 2.62712 -0.3 -0.2 0.3
H 5.10586 1.69380 2.55430 -0.2 -0.3 0.3
C -0.82950 4.89567 -2.10029 -0.4 1.5 0.5
C -0.02615 3.95995 -1.24535 0.0 0.2 0.1
C -0.32284 3.92738 0.27405 0.5 0.6 -0.8
O -0.36794 2.53487 0.57242 -0.3 0.3 0.6
C -0.34368 1.83191 -0.54896 0.2 -1.0 -0.8
O -0.31677 0.63622 -0.63072 0.2 0.5 0.1
O -0.30219 2.61156 -1.63235 0.3 0.2 -0.1
H -0.77031 4.67291 -3.16138 -0.1 -0.3 0.0
H -0.45676 5.92344 -1.99316 0.4 -0.2 0.0
H -1.85393 5.05487 -1.75196 -0.2 -0.8 -0.3
H 1.02952 4.20804 -1.39920 0.1 -0.5 -0.1
H -1.23965 4.47983 0.48234 -0.2 -0.5 0.3
H 0.50667 4.35216 0.83697 -0.1 0.1 0.1
```
Forces are in eV/Å.

## Properties
Kohn-Sham gap (spin up / spin down) = 7.192 / 7.754 eV
2S+1 = 6
energy relative to the best compared isomer or geometry (same formula, charge and spin) = 0.00 kcal per mole
HOMO energy (spin up / spin down) = -7.073 / -7.635 eV

Atom charges from the Mulliken analysis, given in e for atoms 1 to 4: atom 1 (Mn): 2.074, atom 2 (C): 0.709, atom 3 (F): -0.198, atom 4 (F): -0.245

=====

An isolated molecule of C18H25FN4O2S. Source: the OMol25 dataset; level of theory: the ωB97M-V functional and the def2-TZVPD basis.

XYZ file:
```
51
Properties=species:S:1:pos:R:3:forces:R:3
C 6.86063 2.27948 -0.18001 0.1 0.2 0.1
N 5.94368 1.26174 -0.63319 -0.2 -0.3 -0.4
C 5.48421 0.30042 0.20837 0.1 -0.1 0.0
S 5.84253 0.37139 1.82528 0.2 0.1 0.7
N 4.74564 -0.71291 -0.32293 0.2 0.1 -0.1
C 4.16488 -1.70755 0.55680 -0.1 -0.2 0.5
C 2.73116 -1.33169 0.92832 0.1 -0.2 -0.3
C 1.88984 -1.18636 -0.34064 0.1 0.0 0.0
N 0.54499 -0.76546 -0.01594 0.5 0.2 0.2
C -0.54846 -1.40199 -0.45971 -0.4 0.4 0.4
O -0.54110 -2.42002 -1.12025 -0.1 -0.4 -0.3
C -1.85298 -0.68543 -0.04116 0.2 -0.3 -0.1
C -3.05702 -1.61633 -0.20109 0.2 0.2 0.1
C -4.33842 -0.89008 0.08903 0.0 -0.1 0.0
C -5.17269 -0.47626 -0.94224 0.0 -0.1 0.2
C -6.33090 0.23491 -0.68133 -0.2 0.2 0.2
C -6.64408 0.53160 0.63151 0.1 -0.1 -0.1
F -7.76894 1.22863 0.89558 0.1 -0.1 0.0
C -5.83684 0.13147 1.68116 -0.2 0.1 0.0
C -4.68535 -0.57904 1.39942 -0.1 0.0 -0.2
N -2.03092 0.50674 -0.85250 -0.1 -0.4 -0.1
C -1.42423 1.67811 -0.57725 -0.2 0.2 -0.4
C -1.84096 2.81579 -1.47887 0.1 0.1 0.2
O -0.60878 1.79274 0.32091 0.2 0.2 0.4
C 2.55906 -0.18431 -1.28706 0.1 -0.3 0.0
C 4.00466 -0.61072 -1.56296 -0.2 0.3 -0.3
H 6.51535 2.65690 0.78122 0.1 0.0 -0.1
H 7.87466 1.88935 -0.04785 -0.1 0.0 0.0
H 6.87350 3.08826 -0.90784 0.0 0.0 -0.1
H 6.00162 1.04192 -1.61572 -0.1 0.0 0.1
H 4.78255 -1.77811 1.45249 -0.1 -0.1 -0.2
H 4.17928 -2.66804 0.03250 0.0 0.0 0.0
H 2.30440 -2.09598 1.57743 -0.1 0.0 0.0
H 2.74256 -0.38423 1.47086 0.0 0.0 0.1
H 1.79531 -2.15794 -0.83974 0.1 0.1 0.1
H 0.42867 0.13936 0.43325 -0.2 -0.1 -0.1
H -1.74908 -0.35621 0.99982 -0.1 0.0 -0.1
H -2.92689 -2.45530 0.48374 0.0 0.0 -0.1
H -3.05266 -2.01444 -1.21720 0.0 -0.1 0.0
H -4.92639 -0.72476 -1.96505 0.0 -0.1 -0.1
H -6.98598 0.55575 -1.47587 -0.1 0.0 -0.1
H -6.11432 0.37578 2.69416 -0.1 0.0 0.1
H -4.04812 -0.90041 2.20962 0.1 0.0 0.1
H -2.67084 0.44048 -1.62775 0.0 0.2 0.0
H -2.91281 2.98222 -1.39607 -0.1 0.0 0.0
H -1.31353 3.71847 -1.18542 0.0 0.0 0.0
H -1.60184 2.57999 -2.51369 0.0 0.0 -0.1
H 2.00465 -0.12931 -2.22519 0.0 0.0 0.0
H 2.55490 0.80486 -0.82297 0.0 0.1 0.0
H 4.46940 0.09482 -2.25109 0.0 -0.1 0.0
H 4.00991 -1.59914 -2.03551 0.0 0.1 -0.1
```
Forces are in eV/Å.

## Properties
Kohn-Sham gap = 8.470 eV
energy relative to the best compared isomer or geometry (same formula, charge and spin) = 1.59 kcal per mole
HOMO energy = -7.937 eV
structure (SMILES) = CNC(=S)N1CCC(NC(=O)[C@H](Cc2ccc(F)cc2)NC(C)=O)CC1

Atom charges from the Mulliken analysis, given in e for atoms 1 to 4: atom 1 (C): -0.946, atom 2 (N): -0.145, atom 3 (C): 0.552, atom 4 (S): -0.429

=====

A cluster of 2 separate species, C18H25IN2O5S in total. Source: the OMol25 dataset; level of theory: the ωB97M-V functional and the def2-TZVPD basis.

XYZ file:
```
52
Properties=species:S:1:pos:R:3:forces:R:3
O -1.05587 7.44702 -2.54538 0.0 -0.3 0.1
S -1.22563 7.65829 -3.94791 0.0 0.6 0.3
O -1.73832 8.86329 -4.49502 0.0 -0.1 -0.2
C -2.34066 6.35631 -4.54074 0.2 -0.2 -0.2
N -2.31281 5.14115 -3.70566 0.2 0.1 -0.2
C -1.13209 4.59212 -3.36880 -0.2 -0.7 0.4
C -1.09543 3.47733 -2.55655 0.1 0.3 -0.3
C -2.27675 2.92063 -2.08246 0.3 0.1 0.1
C -2.19301 1.74084 -1.18792 -0.1 -0.2 0.0
C -1.74048 0.53244 -1.69388 0.1 -0.3 0.3
C -1.62547 -0.56131 -0.85313 0.0 0.4 -0.3
N -1.92946 -0.46978 0.44976 -0.2 0.0 -0.4
C -1.70404 -1.61846 1.35644 0.7 0.1 0.6
C -0.46722 -1.32348 2.20568 0.2 0.3 -0.2
C 0.82034 -1.38305 1.38059 0.1 0.3 0.2
I 1.97144 0.42499 1.53237 -0.1 -0.1 -0.1
C -2.38654 0.68659 0.94974 -0.1 0.5 -0.1
C -2.53373 1.80758 0.15579 0.0 -0.2 0.0
C -3.47899 3.49679 -2.45682 0.0 0.1 0.0
C -3.46598 4.60880 -3.27143 -0.1 -0.1 0.2
H -0.04449 7.37230 -4.55731 -0.1 -0.1 -0.1
H -3.32829 6.79917 -4.51397 -0.2 0.1 0.1
H -2.10935 6.12778 -5.57795 0.1 -0.1 -0.1
H -0.21489 5.02031 -3.72652 0.0 0.3 -0.2
H -0.13701 3.06473 -2.28726 0.1 0.0 0.0
H -1.47925 0.43153 -2.73288 0.1 -0.1 -0.2
H -1.27923 -1.50926 -1.22593 0.0 -0.2 0.1
H -2.56634 -1.74412 1.99770 -0.3 0.0 -0.1
H -1.51915 -2.49960 0.75692 -0.3 -0.2 -0.2
H -0.41421 -2.00644 3.04474 -0.1 -0.3 0.1
H -0.57367 -0.33018 2.63281 -0.1 0.1 0.2
H 0.62814 -1.50762 0.32250 0.1 -0.1 -0.2
H 1.48055 -2.17427 1.70290 0.1 -0.2 0.0
H -2.62856 0.72177 1.99896 0.0 -0.2 0.2
H -2.88965 2.72790 0.58746 -0.1 0.1 0.2
H -4.41638 3.09204 -2.11719 -0.2 0.0 0.0
H -4.36787 5.10769 -3.57873 -0.2 0.1 -0.1
C 3.86159 -7.68556 2.05580 0.2 0.2 0.0
C 2.83969 -7.05425 2.97600 -0.1 -0.3 -0.2
O 3.44703 -6.12181 3.88659 0.2 0.0 -0.1
C 3.73287 -4.92644 3.39114 -0.6 0.1 0.4
O 3.44291 -4.51739 2.29179 0.1 0.0 -0.2
O 4.29855 -4.20276 4.35705 0.2 -0.1 -0.1
C 4.75014 -2.91554 3.93984 0.1 0.2 0.1
H 4.66418 -8.14088 2.63597 -0.1 -0.1 0.0
H 3.39171 -8.45548 1.44473 0.0 0.0 0.0
H 4.30597 -6.94402 1.39304 -0.1 0.0 0.0
H 2.38326 -7.81057 3.61075 0.1 0.1 0.1
H 2.04546 -6.55861 2.41742 0.1 0.1 0.0
H 3.96668 -2.38693 3.40157 0.0 0.0 -0.1
H 5.63224 -3.00790 3.30860 0.0 0.0 -0.1
H 5.00806 -2.36371 4.83879 0.0 -0.1 0.1
```
Forces are in eV/Å.

## Properties
net charge = +2
Kohn-Sham gap = 6.336 eV
HOMO energy = -14.023 eV

Atom charges from the Mulliken analysis, given in e for atoms 1 to 4: atom 1 (O): -0.513, atom 2 (S): 0.946, atom 3 (O): -0.528, atom 4 (C): -0.777

=====

E_tot across the listed records, respectively: -124665.66318, -42681.98010, -51208.73619 eV.